Below is 9 unconnected molecules or ions with the total composition C32H50Cl4O21 in a non-equilibrium geometry, with properties calculated with ωB97M-V/def2-TZVPD.

```
107
Properties=species:S:1:pos:R:3:lowdin_spin:R:1
O 1.71 -4.01 3.72 0.000
O -3.91 -2.62 -5.58 0.875
H 1.34 3.65 -0.17 0.000
C -0.68 -2.42 -4.14 0.007
O -3.78 0.53 2.54 0.000
H -6.24 2.15 -1.80 0.000
H 0.90 -1.02 0.29 0.000
C -3.81 2.74 -4.29 0.000
H -5.61 3.65 -1.99 0.000
Cl 1.58 -0.84 -2.33 0.000
H -3.58 -5.69 0.94 0.000
C 0.01 -5.06 4.67 0.000
C -0.86 5.42 1.15 0.000
O -2.53 2.70 -3.77 0.000
H 1.42 -2.45 -4.83 0.001
O -3.39 1.69 4.37 0.000
C -2.01 -3.31 0.15 0.000
H -0.26 1.76 3.60 0.000
C -2.71 -2.23 -5.18 0.059
C -4.60 2.03 -3.29 0.000
H -1.05 1.06 4.97 0.000
C -0.83 -1.05 -4.73 0.005
O 5.48 0.56 -2.20 0.000
H 0.95 -3.99 -4.20 0.000
H 7.41 -3.29 -1.86 0.000
C -1.07 1.93 4.32 0.000
C -2.46 2.08 -2.62 0.000
O 0.81 -3.45 1.65 0.000
H 6.38 -0.61 -0.76 0.000
C 6.39 -1.55 -2.64 0.000
C -0.12 5.01 -0.86 0.000
H -0.57 -2.31 -3.06 0.001
H 4.77 -1.10 -1.15 0.000
H -0.12 -6.14 4.75 0.000
O -1.30 6.10 2.10 0.000
H -2.35 1.37 1.22 0.000
C 1.45 -3.78 6.14 0.000
H 1.66 6.14 -0.48 0.000
O -5.32 0.62 4.07 0.000
Cl 2.12 2.59 4.66 0.000
C -2.40 2.12 3.51 0.000
H -0.53 4.55 -1.77 0.000
H -1.36 -2.47 0.40 0.000
C -2.48 1.09 2.27 0.000
H -0.34 3.04 0.01 0.000
H 0.28 -3.29 -5.76 0.000
O -0.25 -4.62 3.39 0.000
H -0.82 2.82 4.89 0.000
O -1.93 -3.07 -4.49 0.025
C 3.47 2.96 3.59 0.000
H 8.52 -2.15 -2.76 0.000
C -3.30 -5.04 1.77 0.000
C -3.13 -3.66 1.12 0.000
H -0.74 -4.54 5.26 0.000
C 0.30 3.92 0.00 0.000
O -4.83 -2.56 -1.79 0.007
H -1.71 0.34 2.46 0.000
O -1.48 1.96 -1.97 0.000
H 1.59 5.77 -2.09 0.000
H -2.58 3.17 3.28 0.000
C -4.25 0.94 3.68 0.000
C 6.17 0.63 -3.33 0.000
H 2.12 -5.45 4.89 0.000
C 0.57 -3.12 -4.73 0.002
H 4.29 2.86 4.31 0.000
O 6.75 -0.54 -3.62 0.000
H 3.64 2.26 2.78 0.000
H 1.77 1.30 -1.50 0.000
C 5.67 -0.66 -1.58 0.000
O -3.66 1.67 -2.31 0.000
H 2.99 5.00 3.75 0.000
H -3.75 2.22 -5.25 0.000
Cl 1.27 0.96 1.61 0.000
H 2.94 0.27 -0.79 0.000
O 6.20 1.58 -4.12 0.000
H -3.01 -2.96 1.96 0.000
H 5.66 -2.18 -3.16 0.000
H -0.01 0.36 -0.19 0.000
O 0.08 4.53 1.24 0.000
H -1.46 -4.25 0.07 0.000
C 3.44 4.28 3.06 0.000
C -5.76 2.75 -2.58 0.000
H -0.70 -0.21 -4.05 0.001
H 0.95 -2.83 5.97 0.000
C 7.66 -2.25 -2.10 0.000
C 0.73 -3.95 2.78 0.000
H 2.46 -3.62 6.49 0.000
H 8.05 -1.72 -1.23 0.000
H 1.12 -4.39 6.98 0.000
O -4.28 -3.41 0.29 0.000
H 2.82 4.18 2.17 0.000
H -4.31 3.65 -4.63 0.000
C 0.91 6.03 -1.28 0.000
O -1.14 5.58 -0.10 0.000
Cl 5.05 4.83 2.59 0.000
H -6.66 2.79 -3.19 0.000
C 0.98 0.06 0.13 0.000
C 1.41 -4.62 4.91 0.000
H -4.09 -5.21 2.50 0.000
C -3.97 -2.92 -0.93 0.000
H 0.50 6.96 -1.67 0.000
H -0.25 -0.86 -5.63 0.000
O -2.67 -2.81 -1.05 0.000
H -2.41 -5.43 2.27 0.000
C 1.88 0.31 -1.06 0.000
O -2.16 -1.02 -5.27 0.017
H -5.04 1.16 -3.78 0.000
```

Values from the calculation:
highest occupied orbital energy (alpha / beta): -11.97 / -11.97 eV
2S+1: 2
frontier orbital gap (alpha / beta): 7.96 / 2.60 eV
charge: +1
M: 912.543 g/mol